C22H45N4O13 | ωB97M-V/def2-TZVPD

Computed properties:
- net charge = +1
- lowest unoccupied orbital energy (eV) = -2.98
- E_HOMO (eV) = -12.35
- frontier orbital gap (eV) = 9.37

Each atom is followed by the atoms it is bonded to, with distances in Å.
Element x y z (Å)
1 C 2.6249 -0.7566 1.7251  O2 1.429, H12 1.112, H13 1.113, H14 1.104
2 O 1.2953 -0.2468 1.8434  C1 1.429, C3 1.424
3 C 0.5982 -0.1984 0.6022  O2 1.424, C4 1.564, H15 1.113, H16 1.107
4 C 0.2660 1.2982 0.2915  C3 1.564, C5 1.572, H17 1.106, H18 1.104
5 C -1.2097 1.7371 0.6104  C4 1.572, N6 1.465, H19 1.110, H20 1.102
6 N -1.9321 0.8506 1.5265  C5 1.465, C7 1.318, H21 1.015
7 C -2.9389 0.0824 1.1633  N6 1.318, N8 1.379, N11 1.360
8 N -3.4178 0.0262 -0.1290  C7 1.379, C9 1.342
9 C -4.4296 -0.8507 -0.0358  N8 1.342, N10 1.322, H22 1.095
10 N -4.5558 -1.3263 1.1913  C9 1.322, N11 1.349, H23 1.013
11 N -3.6336 -0.7471 1.9871  C7 1.360, N10 1.349, H24 1.013
12 H 2.7314 -1.7863 2.1299  C1 1.112
13 H 3.2626 -0.1191 2.3775  C1 1.113
14 H 3.0636 -0.6868 0.7141  C1 1.104
15 H -0.3018 -0.8491 0.6755  C3 1.113
16 H 1.1785 -0.5880 -0.2563  C3 1.107
17 H 0.4199 1.4478 -0.7938  C4 1.106
18 H 0.9476 1.9334 0.8829  C4 1.104
19 H -1.1715 2.7337 1.0971  C5 1.110
20 H -1.7377 1.9042 -0.3418  C5 1.102
21 H -1.6893 0.8168 2.5113  N6 1.015
22 H -5.0038 -1.1001 -0.9337  C9 1.095
23 H -5.2477 -2.0189 1.4528  N10 1.013
24 H -3.5039 -0.9047 2.9791  N11 1.013
25 C 4.0583 -7.5134 4.3280  C26 1.515, H32 1.092, H33 1.090, H34 1.090
26 C 5.0650 -6.3847 4.4115  C25 1.515, O27 1.436, H35 1.089, H36 1.091
27 O 4.4568 -5.1226 4.0948  C26 1.436, C28 1.333
28 C 3.7440 -4.5681 5.0757  O27 1.333, O29 1.202, O30 1.341
29 O 3.5778 -5.0177 6.1784  C28 1.202
30 O 3.2188 -3.4251 4.6099  C28 1.341, C31 1.427
31 C 2.3587 -2.7647 5.5369  O30 1.427, H37 1.089, H38 1.091, H39 1.089
32 H 3.5603 -7.5109 3.3565  C25 1.092
33 H 4.5483 -8.4766 4.4728  C25 1.090
34 H 3.2824 -7.4053 5.0866  C25 1.090
35 H 5.8519 -6.5393 3.6740  C26 1.089
36 H 5.5434 -6.3448 5.3907  C26 1.091
37 H 2.8490 -2.6167 6.4979  C31 1.089
38 H 1.4382 -3.3362 5.6621  C31 1.091
39 H 2.1102 -1.7898 5.1203  C31 1.089
40 C -5.9494 4.0451 -5.7252  C41 1.515, H47 1.091, H48 1.090, H49 1.091
41 C -5.2427 2.8786 -6.3836  C40 1.515, O42 1.438, H50 1.089, H51 1.091
42 O -3.9857 2.6043 -5.7421  C41 1.438, C43 1.330
43 C -4.0588 1.9226 -4.6019  O42 1.330, O44 1.206, O45 1.340
44 O -5.0635 1.5138 -4.0753  C43 1.206
45 O -2.8161 1.7853 -4.1207  C43 1.340, C46 1.423
46 C -2.7573 1.1376 -2.8549  O45 1.423, H52 1.089, H53 1.090, H54 1.089
47 H -5.2925 4.9156 -5.6825  C40 1.091
48 H -6.8517 4.3086 -6.2776  C40 1.090
49 H -6.2321 3.8060 -4.6995  C40 1.091
50 H -5.0106 3.1268 -7.4186  C41 1.089
51 H -5.8687 1.9855 -6.3983  C41 1.091
52 H -3.2876 0.1869 -2.8717  C46 1.089
53 H -3.1661 1.7898 -2.0839  C46 1.090
54 H -1.7089 0.9447 -2.6311  C46 1.089
55 C 4.1332 7.2228 3.1993  C56 1.515, H62 1.092, H63 1.090, H64 1.090
56 C 2.6734 7.2208 3.6030  C55 1.515, O57 1.437, H65 1.090, H66 1.091
57 O 2.0392 5.9802 3.2507  C56 1.437, C58 1.333
58 C 2.2759 4.9613 4.0770  O57 1.333, O59 1.202, O60 1.343
59 O 2.9481 4.9913 5.0727  C58 1.202
60 O 1.6470 3.8795 3.5904  C58 1.343, C61 1.427
61 C 1.8825 2.6870 4.3383  O60 1.427, H67 1.089, H68 1.090, H69 1.089
62 H 4.2380 6.9748 2.1415  C55 1.092
63 H 4.5802 8.2007 3.3802  C55 1.090
64 H 4.6978 6.4780 3.7609  C55 1.090
65 H 2.1413 8.0017 3.0607  C56 1.090
66 H 2.5506 7.4255 4.6672  C56 1.091
67 H 1.6659 2.8318 5.3960  C61 1.089
68 H 2.9130 2.3585 4.2016  C61 1.090
69 H 1.2174 1.9171 3.9490  C61 1.089
70 C -0.1390 -4.7689 -4.4999  C71 1.515, H77 1.091, H78 1.091, H79 1.091
71 C 0.7628 -4.0941 -5.5132  C70 1.515, O72 1.434, H80 1.089, H81 1.091
72 O 0.0125 -3.2376 -6.3846  C71 1.434, C73 1.334
73 C -0.3174 -2.0484 -5.8793  O72 1.334, O74 1.207, O75 1.335
74 O -0.0356 -1.6385 -4.7792  C73 1.207
75 O -1.0363 -1.3956 -6.7955  C73 1.335, C76 1.428
76 C -1.5253 -0.1289 -6.3539  O75 1.428, H82 1.089, H83 1.090, H84 1.088
77 H -0.9605 -5.2833 -5.0017  C70 1.091
78 H 0.4226 -5.4918 -3.9068  C70 1.091
79 H -0.5836 -4.0390 -3.8220  C70 1.091
80 H 1.2276 -4.8469 -6.1489  C71 1.089
81 H 1.5672 -3.5391 -5.0287  C71 1.091
82 H -0.7214 0.4918 -5.9617  C76 1.089
83 H -2.2990 -0.2726 -5.6003  C76 1.090
84 H -1.9639 0.3746 -7.2124  C76 1.088

---

C22H45NO11P | ωB97M-V/def2-TZVPD

Computed properties:
- net charge = +1
- lowest unoccupied orbital energy (eV) = -5.38
- E_HOMO (eV) = -10.56
- frontier orbital gap (eV) = 5.18

Each atom is followed by the atoms it is bonded to, with distances in Å.
Element x y z (Å)
1 C 2.6229 -5.8669 1.2764  C2 1.672, H18 1.182, H19 1.175, H20 1.181
2 C 3.4327 -4.7764 0.3006  C1 1.672, C3 1.639, H21 1.192, H22 1.193
3 C 3.5803 -3.3272 1.0522  C2 1.639, O4 1.357, O5 1.471
4 O 3.5792 -3.3374 2.4095  C3 1.357
5 O 3.6854 -2.0079 0.4113  C3 1.471, C6 1.471
6 C 2.4134 -1.5646 -0.1790  O5 1.471, C7 1.656, H23 1.194, H24 1.194
7 C 1.2353 -1.2132 0.9308  C6 1.656, C8 1.672, H25 1.194, H26 1.187
8 C 0.2761 -2.5515 1.2213  C7 1.672, C9 1.663, N17 1.515
9 C 0.0555 -3.0326 2.7976  C8 1.663, C10 1.649, H27 1.189
10 C -0.8582 -4.3881 3.0139  C9 1.649, C11 1.670, H28 1.173
11 C -1.4851 -5.1528 1.6680  C10 1.670, C12 1.656, H29 1.190
12 C -1.1664 -4.5172 0.1721  C11 1.656, P13 1.935, N17 1.519
13 P -1.8136 -5.3271 -1.4616  C12 1.935, O14 1.607, O15 1.765, O16 1.764
14 O -0.6584 -6.2303 -2.1187  P13 1.607
15 O -3.2938 -6.2551 -1.2082  P13 1.765, H30 1.022
16 O -2.0673 -3.9924 -2.5873  P13 1.764, H31 1.003
17 N -0.3186 -3.2651 0.0249  C8 1.515, C12 1.519, H32 1.047
18 H 1.4707 -5.6142 1.3505  C1 1.182
19 H 3.0457 -5.8931 2.3722  C1 1.175
20 H 2.6886 -6.9722 0.8669  C1 1.181
21 H 2.7644 -4.7075 -0.6838  C2 1.192
22 H 4.4975 -5.2670 0.0812  C2 1.193
23 H 2.6471 -0.5272 -0.7217  C6 1.194
24 H 2.0173 -2.2716 -1.0554  C6 1.194
25 H 0.5234 -0.3599 0.4947  C7 1.194
26 H 1.6673 -0.7582 1.9383  C7 1.187
27 H 0.5489 -2.4026 3.6768  C9 1.189
28 H -1.0108 -4.7686 4.1135  C10 1.173
29 H -2.1227 -6.1498 1.7953  C11 1.190
30 H -2.9987 -7.1812 -0.8939  O15 1.022
31 H -1.1568 -3.6515 -2.8343  O16 1.003
32 H -0.1117 -2.8999 -0.9344  N17 1.047
33 C 0.3955 -2.7493 7.1088  O34 1.423, H39 1.093, H40 1.093, H41 1.094
34 O -0.7575 -2.9580 6.3007  C33 1.423, C35 1.431
35 C -1.9296 -3.2047 7.0837  O34 1.431, C36 1.532, H42 1.096, H43 1.095
36 C -2.8193 -1.9601 7.1587  C35 1.532, O37 1.431, H44 1.094, H45 1.097
37 O -2.1918 -0.9190 7.9141  C36 1.431, C38 1.423
38 C -1.6439 0.0957 7.0798  O37 1.423, H46 1.094, H47 1.093, H48 1.093
39 H 1.1988 -2.3725 6.4699  C33 1.093
40 H 0.2096 -2.0183 7.9000  C33 1.093
41 H 0.7149 -3.6988 7.5494  C33 1.094
42 H -1.6643 -3.5601 8.0863  C35 1.096
43 H -2.4850 -4.0029 6.5805  C35 1.095
44 H -3.7434 -2.2209 7.6841  C36 1.094
45 H -3.0901 -1.6085 6.1558  C36 1.097
46 H -2.4509 0.6968 6.6499  C38 1.094
47 H -1.0280 -0.3248 6.2803  C38 1.093
48 H -1.0164 0.7444 7.6967  C38 1.093
49 C -1.2033 3.7155 -3.5173  O50 1.423, H55 1.093, H56 1.093, H57 1.094
50 O -1.9239 3.7000 -2.2899  C49 1.423, C51 1.431
51 C -2.3415 2.3810 -1.9243  O50 1.431, C52 1.532, H58 1.096, H59 1.095
52 C -1.4429 1.7977 -0.8294  C51 1.532, O53 1.431, H60 1.094, H61 1.097
53 O -0.1225 1.5473 -1.3213  C52 1.431, C54 1.423
54 C 0.8055 2.5417 -0.9019  O53 1.423, H62 1.094, H63 1.093, H64 1.093
55 H -0.7467 4.7020 -3.6348  C49 1.093
56 H -0.4112 2.9624 -3.5324  C49 1.093
57 H -1.8910 3.5466 -4.3518  C49 1.094
58 H -2.3732 1.7224 -2.8001  C51 1.096
59 H -3.3601 2.4680 -1.5324  C51 1.095
60 H -1.8535 0.8327 -0.5161  C52 1.094
61 H -1.4165 2.4534 0.0493  C52 1.097
62 H 1.0234 2.4185 0.1634  C54 1.094
63 H 0.4309 3.5515 -1.0897  C54 1.093
64 H 1.7321 2.4048 -1.4655  C54 1.093
65 C 1.6243 8.1541 -7.8439  O66 1.423, H71 1.093, H72 1.093, H73 1.094
66 O 0.6950 8.4978 -6.8220  C65 1.423, C67 1.431
67 C -0.4137 7.5943 -6.7727  O66 1.431, C68 1.532, H74 1.096, H75 1.095
68 C -0.2687 6.6001 -5.6165  C67 1.532, O69 1.431, H76 1.094, H77 1.097
69 O 0.8185 5.6973 -5.8422  C68 1.431, C70 1.423
70 C 1.9689 6.0384 -5.0766  O69 1.423, H78 1.094, H79 1.093, H80 1.093
71 H 2.5295 8.7500 -7.6992  C65 1.093
72 H 1.8957 7.0959 -7.8066  C65 1.093
73 H 1.2008 8.3936 -8.8243  C65 1.094
74 H -0.5368 7.0715 -7.7285  C67 1.096
75 H -1.3096 8.2005 -6.6037  C67 1.095
76 H -1.1782 5.9939 -5.5592  C68 1.094
77 H -0.1522 7.1232 -4.6596  C68 1.097
78 H 1.7974 5.7960 -4.0233  C70 1.094
79 H 2.2242 7.0968 -5.1770  C70 1.093
80 H 2.8106 5.4424 -5.4391  C70 1.093

---

C22H45O13PS4 | ωB97M-V/def2-TZVPD

Computed properties:
- lowest unoccupied orbital energy (eV) = 0.38
- E_HOMO (eV) = -10.02
- SMILES = CC(C)CO[P@](=O)(O)OCC=O.O=S1(=O)CCCC1.O=S1(=O)CCCC1.O=S1(=O)CCCC1.O=S1(=O)CCCC1
- frontier orbital gap (eV) = 10.39

Each atom is followed by the atoms it is bonded to, with distances in Å.
Element x y z (Å)
1 C -1.6554 -4.5127 -2.4139  C2 1.530, H13 1.088, H14 1.093, H15 1.093
2 C -1.0548 -3.1079 -2.3346  C1 1.530, C3 1.531, C4 1.534, H16 1.093
3 C -1.2765 -2.3616 -3.6524  C2 1.531, H17 1.091, H18 1.093, H19 1.091
4 C 0.4320 -3.1883 -1.9641  C2 1.534, O5 1.453, H20 1.088, H21 1.091
5 O 0.7366 -2.6155 -0.6640  C4 1.453, P6 1.567
6 P 0.5133 -1.0849 -0.4161  O5 1.567, O7 1.464, O8 1.577, O9 1.609
7 O 0.4274 -0.1976 -1.5779  P6 1.464
8 O 1.6533 -0.8067 0.6380  P6 1.577, H22 0.985
9 O -0.8476 -1.0791 0.4423  P6 1.609, C10 1.434
10 C -1.5619 0.1618 0.5193  O9 1.434, C11 1.524, H23 1.092, H24 1.090
11 C -2.6732 0.1339 -0.5225  C10 1.524, O12 1.202, H25 1.104
12 O -3.6490 -0.5555 -0.3936  C11 1.202
13 H -2.7158 -4.4690 -2.6558  C1 1.088
14 H -1.5209 -5.0440 -1.4683  C1 1.093
15 H -1.1509 -5.0917 -3.1919  C1 1.093
16 H -1.5774 -2.5785 -1.5341  C2 1.093
17 H -2.2911 -1.9639 -3.7113  C3 1.091
18 H -1.1447 -3.0344 -4.5031  C3 1.093
19 H -0.5817 -1.5271 -3.7555  C3 1.091
20 H 0.7532 -4.2242 -1.8718  C4 1.088
21 H 1.0647 -2.6985 -2.7050  C4 1.091
22 H 1.6647 0.1303 0.9405  O8 0.985
23 H -0.8952 1.0081 0.3425  C10 1.092
24 H -1.9999 0.2281 1.5153  C10 1.090
25 H -2.5278 0.7605 -1.4202  C11 1.104
26 C 2.0048 2.6247 4.6348  C27 1.533, C32 1.525, H33 1.089, H34 1.093
27 C 3.4041 1.9989 4.6376  C26 1.533, C28 1.532, H35 1.092, H36 1.088
28 C 3.6850 1.4873 3.2209  C27 1.532, S29 1.794, H37 1.087, H38 1.088
29 S 2.7209 2.5337 2.1280  C28 1.794, O30 1.456, O31 1.438, C32 1.788
30 O 1.6750 1.7240 1.5183  S29 1.456
31 O 3.5628 3.3527 1.2978  S29 1.438
32 C 1.9402 3.5182 3.4006  C26 1.525, S29 1.788, H39 1.088, H40 1.090
33 H 1.8077 3.1913 5.5433  C26 1.089
34 H 1.2471 1.8417 4.5550  C26 1.093
35 H 4.1397 2.7570 4.9128  C27 1.092
36 H 3.4807 1.1778 5.3478  C27 1.088
37 H 4.7311 1.5641 2.9348  C28 1.087
38 H 3.3411 0.4630 3.0899  C28 1.088
39 H 0.9328 3.7656 3.0737  C32 1.088
40 H 2.5359 4.4246 3.5111  C32 1.090
41 C -7.2377 -5.4313 -4.8873  C42 1.535, C47 1.524, H48 1.089, H49 1.092
42 C -7.4727 -3.9146 -4.9181  C41 1.535, C43 1.532, H50 1.092, H51 1.089
43 C -6.0978 -3.2399 -4.8939  C42 1.532, S44 1.803, H52 1.087, H53 1.089
44 S -4.9599 -4.4014 -5.6724  C43 1.803, O45 1.442, O46 1.439, C47 1.792
45 O -4.0041 -4.8388 -4.6853  S44 1.442
46 O -4.5021 -3.8856 -6.9354  S44 1.439
47 C -6.1584 -5.7093 -5.9270  C41 1.524, S44 1.792, H54 1.087, H55 1.090
48 H -8.1486 -5.9872 -5.1047  C41 1.089
49 H -6.8863 -5.7364 -3.8994  C41 1.092
50 H -8.0012 -3.6456 -5.8346  C42 1.092
51 H -8.0813 -3.5834 -4.0781  C42 1.089
52 H -6.0551 -2.3096 -5.4545  C43 1.087
53 H -5.7323 -3.0790 -3.8813  C43 1.089
54 H -5.6471 -6.6618 -5.8105  C47 1.087
55 H -6.5349 -5.6055 -6.9444  C47 1.090
56 C 5.7335 6.7519 -0.3379  C57 1.534, C62 1.525, H63 1.089, H64 1.092
57 C 4.3185 6.8303 -0.9255  C56 1.534, C58 1.532, H65 1.092, H66 1.089
58 C 3.4006 7.3726 0.1750  C57 1.532, S59 1.802, H67 1.087, H68 1.089
59 S 4.4359 8.4051 1.2278  C58 1.802, O60 1.443, O61 1.440, C62 1.793
60 O 4.5167 7.8042 2.5369  S59 1.443
61 O 4.0585 9.7879 1.0908  S59 1.440
62 C 5.9714 8.0866 0.3594  C56 1.525, S59 1.793, H69 1.087, H70 1.090
63 H 6.4820 6.5692 -1.1075  C56 1.089
64 H 5.7904 5.9371 0.3868  C56 1.092
65 H 4.3137 7.5093 -1.7805  C57 1.092
66 H 3.9721 5.8576 -1.2705  C57 1.089
67 H 2.5885 7.9877 -0.2043  C58 1.087
68 H 3.0027 6.5719 0.7960  C58 1.089
69 H 6.7758 8.0813 1.0911  C62 1.087
70 H 6.1128 8.9003 -0.3516  C62 1.090
71 C -0.4655 -2.9499 3.2459  C72 1.534, C77 1.523, H78 1.089, H79 1.093
72 C -0.8202 -1.5716 3.8195  C71 1.534, C73 1.534, H80 1.093, H81 1.089
73 C 0.1066 -1.3222 5.0156  C72 1.534, S74 1.803, H82 1.087, H83 1.088
74 S 1.6189 -2.2388 4.6615  C73 1.803, O75 1.440, O76 1.448, C77 1.786
75 O 1.7916 -3.2640 5.6578  S74 1.440
76 O 2.7018 -1.3132 4.4010  S74 1.448
77 C 1.0537 -2.9757 3.1357  C71 1.523, S74 1.786, H84 1.088, H85 1.087
78 H -0.9290 -3.1159 2.2743  C71 1.089
79 H -0.8068 -3.7353 3.9244  C71 1.093
80 H -0.6540 -0.8069 3.0565  C72 1.093
81 H -1.8655 -1.5164 4.1210  C72 1.089
82 H 0.3746 -0.2773 5.1509  C73 1.087
83 H -0.2914 -1.7224 5.9462  C73 1.088
84 H 1.4909 -3.9691 3.0612  C77 1.088
85 H 1.4101 -2.3509 2.3213  C77 1.087